[1]
Formula: C27H28F4NO5
Source: the OMol25 dataset
Level of theory: ωB97M-V with the def2-TZVPD basis set

Properties
Frontier orbital gap: 5.7884 eV
HOMO level: -3.2 eV
Strongest force on any atom: 0.985 eV/A
Net charge: -1
Relative energy (zero: lowest compared OMol25 entry of this formula, charge and spin): 0.0 kcal per mole

Each line ends with the Löwdin charge.
Element x y z (Å)
1 C -2.946 -3.727 -1.809  -0.081
2 C -3.164 -2.304 -2.311  -0.284
3 O -2.060 -1.942 -3.124  -0.161
4 C -2.226 -0.716 -3.810  -0.177
5 C -1.775 0.541 -3.035  -0.186
6 O -1.552 0.253 -1.674  -0.223
7 C -1.019 1.445 -0.971  -0.216
8 C -1.835 1.543 0.327  -0.149
9 C -3.306 1.344 0.042  -0.273
10 O -3.970 1.973 -0.747  0.026
11 C 0.345 0.976 -0.663  -0.394
12 O 1.413 1.539 -0.825  0.007
13 N 0.481 -0.363 -0.052  0.164
14 C -0.271 -1.436 -0.553  -0.523
15 O -1.208 -1.963 -0.087  0.158
16 F 0.355 -1.985 -1.642  0.079
17 H -3.434 -3.870 -0.839  0.072
18 H -3.353 -4.473 -2.501  0.064
19 H -1.873 -3.899 -1.682  0.067
20 H -3.254 -1.601 -1.471  0.105
21 H -4.090 -2.241 -2.908  0.112
22 H -3.284 -0.595 -4.092  0.110
23 H -1.635 -0.809 -4.730  0.116
24 H -0.869 0.968 -3.489  0.114
25 H -2.562 1.307 -3.101  0.112
26 H -1.734 2.546 0.768  0.116
27 H -1.548 0.808 1.099  0.088
28 H -3.806 0.552 0.641  0.104
29 H 1.470 -0.575 -0.154  0.110
30 F 4.558 0.777 5.028  0.037
31 C 4.472 0.436 3.719  -0.290
32 C 5.294 -0.569 3.248  -0.031
33 C 5.204 -0.921 1.907  -0.087
34 C 4.304 -0.266 1.077  -0.087
35 C 3.497 0.743 1.577  -0.065
36 C 3.570 1.103 2.915  -0.005
37 H 5.984 -1.058 3.922  0.110
38 H 5.837 -1.707 1.516  0.100
39 H 4.242 -0.531 0.029  0.088
40 H 2.808 1.244 0.905  0.084
41 H 2.942 1.880 3.331  0.118
42 F 5.679 2.819 -5.298  0.038
43 C 5.244 1.770 -4.558  -0.290
44 C 5.946 0.584 -4.625  -0.033
45 C 5.499 -0.487 -3.862  -0.094
46 C 4.371 -0.356 -3.066  -0.097
47 C 3.682 0.851 -3.017  -0.057
48 C 4.122 1.931 -3.770  -0.003
49 H 6.820 0.510 -5.258  0.110
50 H 6.037 -1.426 -3.894  0.099
51 H 4.021 -1.194 -2.477  0.096
52 H 2.804 0.961 -2.392  0.082
53 H 3.607 2.882 -3.748  0.122
54 F -2.996 -0.021 3.140  0.069
55 C -3.908 0.268 4.079  -0.281
56 C -3.689 -0.152 5.376  -0.016
57 C -4.638 0.154 6.341  -0.094
58 C -5.781 0.866 6.003  -0.109
59 C -5.975 1.276 4.690  -0.087
60 C -5.036 0.980 3.713  -0.008
61 H -2.791 -0.706 5.613  0.117
62 H -4.481 -0.165 7.363  0.100
63 H -6.517 1.102 6.760  0.095
64 H -6.864 1.832 4.421  0.102
65 H -5.161 1.293 2.685  0.113


[2]
Formula: C27H28N2SiTa
Source: the OMol25 dataset
Level of theory: ωB97M-V with the def2-TZVPD basis set

Properties
Frontier orbital gap: 3.8346 eV
HOMO level: -16.3 eV
Strongest force on any atom: 7.874 eV/A
Net charge: +3
Relative energy (zero: lowest compared OMol25 entry of this formula, charge and spin): 9.5 kcal per mole

Each line ends with the Löwdin charge.
Element x y z (Å)
1 C 0.073 2.481 1.577  -0.118
2 C -0.850 2.555 0.515  -0.153
3 C -2.128 2.094 1.002  -0.170
4 H -0.639 2.904 -0.487  0.145
5 C -1.954 1.708 2.386  -0.166
6 C -0.592 1.965 2.726  -0.130
7 H -0.148 1.875 3.708  0.160
8 H 1.118 2.764 1.575  0.162
9 H -3.078 2.193 0.477  0.149
10 H -2.734 1.489 3.108  0.160
11 Ta -0.700 0.443 1.151  1.713
12 C -0.515 -1.579 -0.926  -0.192
13 H -1.596 -1.573 -0.735  0.010
14 H 0.104 -1.683 -0.014  -0.008
15 H -0.315 -2.472 -1.560  0.072
16 Si 0.139 -0.094 -2.116  0.699
17 C 1.712 -0.551 -2.998  -0.317
18 C 2.569 0.530 -3.264  -0.132
19 H 2.213 1.537 -3.044  0.090
20 C 3.865 0.327 -3.740  -0.049
21 H 4.511 1.189 -3.922  0.122
22 C 4.317 -0.980 -3.983  -0.035
23 H 5.338 -1.136 -4.350  0.127
24 C 3.418 -2.050 -3.851  -0.047
25 H 3.736 -3.059 -4.127  0.122
26 C 2.114 -1.836 -3.380  -0.085
27 H 1.415 -2.667 -3.285  0.103
28 C -1.080 0.793 -3.192  -0.308
29 C -0.621 1.586 -4.262  -0.068
30 H 0.336 1.397 -4.740  0.111
31 C -1.375 2.673 -4.708  -0.035
32 H -1.020 3.301 -5.523  0.127
33 C -2.595 2.968 -4.099  -0.045
34 H -3.147 3.862 -4.381  0.123
35 C -3.121 2.111 -3.123  -0.071
36 H -4.095 2.336 -2.665  0.117
37 C -2.414 0.961 -2.750  -0.130
38 H -2.907 0.234 -2.089  0.091
39 H -2.072 0.470 0.027  0.072
40 H 0.678 1.150 -1.501  0.031
41 N -2.047 -1.045 2.092  0.008
42 C -1.319 -1.505 3.265  -0.231
43 C -2.015 -1.855 4.403  0.043
44 C -1.285 -2.238 5.546  0.010
45 C 0.101 -2.255 5.536  0.055
46 C 0.840 -1.867 4.378  -0.113
47 C 2.243 -1.787 4.297  0.089
48 C 2.842 -1.287 3.151  0.015
49 C 2.080 -0.817 2.088  -0.042
50 N 0.718 -0.896 2.125  -0.094
51 C 0.094 -1.476 3.230  -0.153
52 H -2.264 -1.829 1.453  0.150
53 H -2.984 -0.680 2.323  0.141
54 H -3.107 -1.826 4.406  0.147
55 H -1.820 -2.540 6.445  0.142
56 H 0.683 -2.572 6.407  0.150
57 H 2.832 -2.120 5.151  0.157
58 H 3.924 -1.235 3.072  0.142
59 H 2.523 -0.383 1.193  0.140


[3]
Formula: C27H28N2SiTi
Source: the OMol25 dataset
Level of theory: ωB97M-V with the def2-TZVPD basis set

Properties
Frontier orbital gap (spin up / spin down): 5.2674 / 8.1462 eV
HOMO level (spin up / spin down): -5.1 / -8.0 eV
Strongest force on any atom: 4.817 eV/A
Net charge: 0
Expectation value of S²: 2.0289
Relative energy (zero: lowest compared OMol25 entry of this formula, charge and spin): 84.0 kcal per mole
2S+1: 3

Each line ends with the Löwdin spin population.
Element x y z (Å)
1 C -1.746 0.129 -0.265  0.003
2 C -1.299 -1.225 -0.256  0.005
3 C -0.884 -1.581 1.054  -0.005
4 H -1.358 -1.911 -1.109  0.001
5 C -1.120 -0.441 1.906  0.018
6 C -1.650 0.625 1.082  0.041
7 H -1.915 1.633 1.398  0.004
8 H -2.194 0.635 -1.126  0.000
9 H -0.524 -2.580 1.344  -0.001
10 H -0.977 -0.421 2.976  0.004
11 Ti 0.484 0.403 0.729  0.860
12 C 2.080 -0.493 0.403  0.016
13 H 2.153 -1.355 1.108  0.003
14 H 3.032 0.078 0.354  0.005
15 H 1.807 -0.750 -0.648  0.003
16 Si 0.310 -2.422 -3.394  0.001
17 C 0.545 -1.076 -4.640  0.000
18 C -0.541 -0.768 -5.483  0.000
19 H -1.505 -1.287 -5.301  0.000
20 C -0.380 0.273 -6.422  0.000
21 H -1.159 0.488 -7.166  0.000
22 C 0.762 1.094 -6.413  0.000
23 H 0.884 1.890 -7.165  0.000
24 C 1.713 0.921 -5.397  0.000
25 H 2.569 1.590 -5.342  0.000
26 C 1.560 -0.102 -4.442  0.000
27 H 2.168 -0.119 -3.504  0.000
28 C 1.013 -4.043 -2.895  0.000
29 C 0.876 -4.998 -3.931  0.000
30 H 1.282 -4.784 -4.925  0.000
31 C 0.184 -6.190 -3.648  0.000
32 H -0.208 -6.811 -4.468  0.000
33 C -0.046 -6.559 -2.316  0.000
34 H -0.605 -7.480 -2.100  0.000
35 C 0.447 -5.751 -1.281  0.000
36 H 0.399 -6.139 -0.265  0.000
37 C 0.979 -4.486 -1.553  0.000
38 H 1.319 -3.846 -0.741  0.000
39 H 0.718 -1.568 -2.220  0.001
40 H -1.025 -2.565 -2.934  0.000
41 N 0.505 1.993 -0.678  0.021
42 C 1.154 3.013 0.136  0.042
43 C 1.646 4.110 -0.518  0.083
44 C 2.370 5.056 0.212  0.017
45 C 2.687 4.815 1.539  0.074
46 C 2.252 3.655 2.254  0.018
47 C 2.678 3.230 3.549  0.256
48 C 2.436 1.938 3.992  0.050
49 C 1.568 1.149 3.241  0.222
50 N 0.921 1.667 2.159  0.175
51 C 1.385 2.818 1.530  0.040
52 H -0.455 2.197 -1.010  0.001
53 H 0.999 1.686 -1.539  0.005
54 H 1.500 4.235 -1.588  0.007
55 H 2.744 5.950 -0.293  -0.001
56 H 3.338 5.507 2.074  0.003
57 H 3.287 3.902 4.157  0.014
58 H 2.822 1.553 4.944  -0.002
59 H 1.365 0.102 3.480  0.015


Question: Which of these has the highest net charge?
Answer: C27H28N2SiTa


Question: Which formula does entry 2 have?
Answer: C27H28N2SiTa


Question: Among the records above, which one has the highest net charge?
Answer: C27H28N2SiTa